The following is a DFT calculation (the ωB97M-V functional and the def2-TZVPD basis) of one molecule with the formula C4H8O3.

Last column: Mulliken charge in e.
Cartesian coordinates (Å):
C: -1.66882 1.01258 -0.42908  -1.35
C: -0.18352 0.67405 -0.50952  0.43
O: 0.55132 1.33246 0.49964  -0.55
C: 0.01843 -0.84190 -0.46477  -0.68
O: 1.41103 -1.17415 -0.36345  -0.30
C: 1.91325 -1.19775 0.87051  0.19
O: 1.30023 -1.00922 1.89381  -0.54
H: -2.22550 0.64205 -1.29679  0.36
H: -1.78415 2.09810 -0.37733  0.31
H: -2.11418 0.58111 0.47579  0.35
H: 0.23036 1.05141 -1.45210  0.26
H: 0.41037 0.85953 1.33352  0.36
H: -0.32798 -1.30746 -1.39071  0.37
H: -0.51497 -1.28382 0.38373  0.41
H: 2.98414 -1.43699 0.82675  0.38

Cartesian forces (eV/Å) of the 6 atoms listed first:
-0.0484 0.0044 0.0122
-0.1421 -0.0658 -0.2478
-0.0307 -0.0480 0.2200
-0.2043 0.0420 0.0169
0.0914 0.0058 0.0826
-0.1089 -0.0212 0.3432

relative energy (zero: lowest compared OMol25 entry of this formula, charge and spin)	88.1	kJ/mol
multiplicity	1
frontier orbital gap	11.302	eV
LUMO	0.91	eV
SMILES	C[C@@H](O)COC=O

---

The following is a DFT calculation (the ωB97M-V functional and the def2-TZVPD basis) of C28H28AsCsN5O2S2 as an isolated structure at a distorted geometry.

Last column: Mulliken charge in e.
Cartesian coordinates (Å):
Cs: -1.32096 0.10680 0.40135  1.24
N: 1.74112 -3.97517 -0.07115  -0.48
C: 1.04412 -2.82462 0.32804  0.20
S: 1.42709 -1.38124 -0.58259  -0.45
N: 0.21306 -3.02900 1.30366  -1.11
N: -0.39436 -1.92565 1.88340  0.06
C: -1.43118 -2.22477 2.56118  -0.33
C: -2.29438 -1.28966 3.29312  0.96
C: -3.34664 -1.86213 4.03103  -0.68
C: -4.25505 -1.12082 4.75993  -0.71
C: -4.12509 0.27597 4.74827  -0.38
C: -3.11377 0.88041 4.03708  -0.74
C: -2.13606 0.14492 3.28888  0.42
O: -1.22039 0.75936 2.64343  -0.87
H: 2.03094 -3.96841 -1.03319  0.24
H: 1.32168 -4.83319 0.25997  0.25
H: -1.73376 -3.26990 2.60626  0.24
H: -3.43490 -2.94473 4.02141  0.29
H: -5.04178 -1.60845 5.32300  0.37
H: -4.82948 0.88601 5.30461  0.34
H: -3.01108 1.96034 4.02576  0.35
O: -1.72871 0.54031 -1.85691  -0.50
As: -1.33280 0.14623 -3.41700  0.99
C: 0.39601 0.71283 -4.00093  0.20
C: 1.34321 1.11100 -3.06799  -0.44
C: 2.60960 1.48403 -3.50037  -0.59
C: 2.91601 1.45706 -4.85522  -0.52
C: 1.96391 1.05918 -5.78836  -0.77
C: 0.70099 0.68002 -5.36165  -0.11
C: -1.54393 -1.73021 -3.85192  0.11
C: -0.96678 -2.69954 -3.03561  -0.33
C: -1.14910 -4.04574 -3.33234  -0.59
C: -1.89192 -4.42620 -4.44378  -0.43
C: -2.45272 -3.45831 -5.26777  -0.77
C: -2.28194 -2.11210 -4.97269  0.03
C: -2.65162 0.98994 -4.56393  -0.10
C: -3.97888 0.61040 -4.34642  -0.34
C: -5.00719 1.25101 -5.02173  -0.66
C: -4.71706 2.28281 -5.91106  -0.41
C: -3.40247 2.67878 -6.11089  -0.63
C: -2.37014 2.03666 -5.43489  -0.45
H: 1.09084 1.13799 -2.01615  0.55
H: 3.34598 1.80795 -2.77347  0.27
H: 3.90594 1.74806 -5.18745  0.39
H: 2.20283 1.05311 -6.84451  0.37
H: -0.03713 0.34523 -6.08095  0.49
H: -0.37293 -2.40595 -2.17835  0.42
H: -0.70899 -4.79569 -2.68393  0.42
H: -2.03592 -5.47799 -4.66916  0.37
H: -3.02762 -3.74897 -6.13916  0.38
H: -2.71825 -1.36550 -5.62207  0.37
H: -4.20024 -0.17531 -3.63692  0.48
H: -6.03533 0.95628 -4.84817  0.37
H: -5.52043 2.78662 -6.43818  0.37
H: -3.17902 3.49384 -6.79033  0.39
H: -1.34689 2.36217 -5.57762  0.43
C: 1.43786 2.49050 2.99800  -0.75
N: 2.19119 3.12237 1.91914  -0.15
C: 2.94931 2.45434 1.04093  0.30
N: 2.81036 1.11624 1.06772  -0.31
S: 3.98286 3.26320 -0.03670  -0.48
H: 1.07248 3.27035 3.66338  0.36
H: 2.09167 1.82657 3.56986  0.34
H: 0.57147 1.91471 2.66911  0.10
H: 2.32651 4.11247 1.91402  0.21
H: 1.99595 0.68407 1.48092  0.15
H: 3.19633 0.59437 0.30627  0.25

Cartesian forces (eV/Å) of the 6 atoms listed first:
-0.3291 -0.3996 -0.4535
-0.2379 0.1720 0.1384
0.0615 -0.0443 0.0120
0.2283 -0.3079 0.0479
0.1060 -0.3312 0.0684
0.6477 -0.6710 0.0519

relative energy (zero: lowest compared OMol25 entry of this formula, charge and spin)	198.0	kJ/mol
multiplicity	1
frontier orbital gap	5.822	eV
LUMO	2.01	eV
charge	-1

---

The following is a DFT calculation (the ωB97M-V functional and the def2-TZVPD basis) of C19H14BrClF6O3SbV as an isolated structure at a distorted geometry.

Last column: Löwdin spin population.
Cartesian coordinates (Å):
V: 0.88331 0.07799 -0.02138  1.94
Br: -1.01351 1.39713 0.85220  0.01
C: -1.85104 -0.08083 1.75722  0.01
C: -2.94118 0.14074 2.54071  0.00
C: -3.52613 -0.95191 3.20856  0.00
C: -3.00158 -2.20366 3.05664  0.00
C: -1.87139 -2.43320 2.23740  0.00
C: -1.31585 -3.72388 2.08658  0.00
C: -0.23862 -3.91282 1.27112  0.00
C: 0.34353 -2.82573 0.58591  0.00
C: -0.12953 -1.54011 0.71202  -0.03
C: -1.26285 -1.34547 1.55236  0.00
H: -3.35291 1.13657 2.63644  0.00
H: -4.38417 -0.78111 3.84395  0.00
H: -3.44597 -3.05021 3.56633  0.00
H: -1.76225 -4.54527 2.63332  0.00
H: 0.18347 -4.90269 1.14939  0.00
H: 1.19661 -3.04531 -0.04575  0.00
C: 5.03503 -0.19794 -2.18288  0.00
C: 3.93676 -1.04502 -2.76861  0.00
C: 4.04585 -1.44237 -4.09809  0.00
C: 3.05103 -2.16770 -4.72811  0.00
Cl: 3.24741 -2.62210 -6.38269  0.00
C: 1.89686 -2.51492 -4.04833  0.00
C: 1.78006 -2.14559 -2.72413  0.00
C: 2.78320 -1.42861 -2.08493  0.00
O: 2.50630 -1.09540 -0.75306  0.02
C: 3.45022 -1.41268 0.27526  0.00
C: 2.86145 -0.85707 1.58005  0.01
O: 3.20226 -1.26945 2.65086  0.00
O: 1.97718 0.08542 1.33733  0.01
H: 5.65974 0.19524 -2.98272  0.00
H: 5.68383 -0.78154 -1.52682  0.00
H: 4.63567 0.65098 -1.62951  0.00
H: 4.92491 -1.15789 -4.66091  0.00
H: 1.10438 -3.05524 -4.54569  0.00
H: 0.89021 -2.40627 -2.16495  0.00
H: 4.41432 -0.94166 0.10647  0.00
H: 3.57509 -2.49122 0.37269  0.00
F: 0.17152 0.33056 -1.86510  0.02
Sb: 1.03935 2.08229 -2.50041  0.00
F: 2.52774 1.49758 -1.40480  0.00
F: -0.65411 2.44954 -3.21992  0.00
F: 2.07257 3.53262 -3.07227  0.00
F: 0.55485 3.00958 -0.91635  0.01
F: 1.56051 1.03717 -3.97323  0.00

Cartesian forces (eV/Å) of the 6 atoms listed first:
-0.6288 -1.2314 -1.6414
-0.8250 0.3104 0.5289
0.0352 0.0503 0.0109
0.1258 0.2668 -0.1834
0.0213 -0.1280 0.0054
-0.0791 0.0121 0.0880

relative energy (zero: lowest compared OMol25 entry of this formula, charge and spin)	0.0	kJ/mol
multiplicity	3
frontier orbital gap (alpha / beta)	7.979 / 8.204	eV
LUMO (alpha / beta)	-0.87 / -0.68	eV
⟨S²⟩	2.02

---

The following is a DFT calculation (the ωB97M-V functional and the def2-TZVPD basis) of a 2-piece molecular cluster, C4H12O3 overall at a distorted geometry.

Last column: Mulliken charge in e.
Cartesian coordinates (Å):
C: -2.15257 -1.05220 1.06143  -1.23
C: -1.00202 -1.30635 -0.01568  0.21
O: -1.76801 -0.90236 -1.20524  -0.58
C: 0.12128 -0.29345 0.17850  -0.67
C: 1.06016 -0.17773 -1.03354  -0.59
O: 2.26553 0.57022 -0.94781  -0.47
H: -3.08822 -1.25565 0.56507  0.34
H: -2.16981 -1.93365 1.74388  0.30
H: -1.95546 -0.09976 1.51419  0.36
H: -0.68580 -2.33982 -0.20569  0.54
H: -1.75668 -1.59052 -1.88991  0.30
H: 0.63570 -0.67828 1.09157  0.37
H: -0.33146 0.68582 0.33445  0.29
H: 0.48644 0.32402 -1.80344  0.25
H: 1.34711 -1.20891 -1.38262  0.27
H: 2.52390 0.44703 -0.02929  0.30
O: 2.21834 3.17896 0.66050  -0.57
H: 1.42660 3.73180 0.50931  0.30
H: 2.82498 3.90084 0.85432  0.28

Cartesian forces (eV/Å) of the 6 atoms listed first:
1.8558 -3.3550 -0.1388
-2.6652 1.6060 -0.9287
0.6163 -0.3899 -0.9594
0.9171 -0.7514 0.2596
-0.0644 -1.2055 -0.9337
-0.5650 -0.2545 1.1211

relative energy (zero: lowest compared OMol25 entry of this formula, charge and spin)	135.5	kJ/mol
multiplicity	1
frontier orbital gap	10.606	eV
LUMO	0.77	eV
SMILES	C[C@@H](O)CCO.O

---

The following is a DFT calculation (the ωB97M-V functional and the def2-TZVPD basis) of a 15-piece molecular cluster, C36H75N10O5 overall at a distorted geometry.

Last column: Mulliken charge in e.
Cartesian coordinates (Å):
C: 65.74300 47.28100 49.27300  -2.32
C: 66.75800 46.38200 50.17100  0.92
C: 67.87600 47.35500 50.81100  -0.53
N: 68.64100 46.85700 52.01200  1.73
C: 69.42300 45.62400 51.50900  -1.27
C: 67.77900 46.58000 53.20800  1.02
C: 68.76800 46.76000 54.42100  -0.76
C: 70.01000 47.60700 53.91300  -1.30
C: 69.61000 47.82100 52.44600  -0.20
H: 64.86700 46.67700 49.00600  0.65
H: 66.00300 47.17500 48.18600  0.01
H: 65.23200 48.05000 49.63000  0.90
H: 67.10900 45.52600 49.74800  0.59
H: 66.11100 46.18500 51.09000  -0.52
H: 67.48600 48.34500 50.98100  0.55
H: 68.76400 47.70800 50.08200  -0.32
H: 70.04300 45.89500 50.79500  0.83
H: 68.89400 44.58700 51.49800  -0.83
H: 70.15800 45.40300 52.32600  0.63
H: 67.27000 45.41600 53.09400  -1.50
H: 67.00100 47.24000 53.29400  0.47
H: 69.15500 45.75400 54.67300  -0.11
H: 68.43800 47.13700 55.25500  1.23
H: 70.77800 47.13600 54.13700  1.20
H: 70.23000 48.65100 54.41600  -0.59
H: 70.51000 47.73000 51.75700  -0.56
H: 69.09800 48.73800 52.30500  0.79
C: 63.13400 46.72100 46.83700  -0.94
C: 62.82300 47.74200 47.62900  0.66
N: 62.65400 48.61600 48.38400  -0.53
H: 63.29400 45.83300 47.34300  0.29
H: 62.32600 46.53600 46.25200  0.46
H: 64.15700 46.98600 46.26500  0.17
C: 62.75300 48.33400 51.79100  -1.17
C: 63.64700 47.36800 52.43600  0.48
N: 64.35400 46.62700 52.91900  -0.35
H: 62.16800 47.77800 51.01200  0.24
H: 62.23800 48.52300 52.54600  0.61
H: 63.41000 49.16500 51.41100  0.26
C: 66.68100 49.80800 46.16100  -1.13
C: 67.42600 49.79500 47.52200  0.55
N: 67.85200 49.70600 48.59200  -0.45
H: 67.35600 50.53600 45.50400  0.30
H: 66.73500 48.95500 45.58100  0.34
H: 65.74500 50.05200 46.31200  0.41
C: 72.14500 49.62400 49.48700  -0.94
C: 72.83100 48.53000 50.17900  0.49
N: 73.35200 47.69100 50.73600  -0.50
H: 71.06400 49.59300 49.53200  0.22
H: 72.54200 50.46700 50.07600  0.32
H: 72.29800 49.69600 48.48500  0.44
C: 72.07500 42.53100 49.86100  -0.59
C: 72.29600 43.53300 51.06700  0.30
N: 72.48800 44.19900 51.88600  -0.34
H: 72.98100 42.06600 49.79000  0.45
H: 71.15700 41.95100 50.12700  0.08
H: 71.86800 43.05000 48.80900  0.14
C: 63.97600 45.01500 57.01300  -1.01
C: 65.38200 44.97900 56.40900  0.54
N: 66.48100 45.07600 56.02600  -0.49
H: 64.11400 45.13400 58.13600  0.33
H: 63.66900 45.83400 56.75500  0.40
H: 63.63500 44.15500 56.51900  0.29
C: 72.87000 49.79300 53.73700  -1.02
C: 71.70300 50.45600 53.24600  0.62
N: 70.78100 50.99800 52.82500  -0.53
H: 72.70100 49.56000 54.74800  0.25
H: 73.45300 48.99000 53.20200  0.24
H: 73.68000 50.41900 53.70700  0.51
C: 67.88400 51.29200 55.24700  -0.66
C: 66.89500 50.54100 54.45300  0.42
N: 66.20400 49.94600 53.70100  -0.51
H: 68.38000 52.08200 54.57500  0.28
H: 67.24100 51.88200 55.78900  0.45
H: 68.49700 50.53800 55.79200  0.02
C: 70.90100 49.96200 59.42200  -0.81
C: 70.98100 49.79200 57.98600  0.31
N: 71.14900 49.60700 56.88100  -0.30
H: 70.33700 50.93700 59.41800  0.25
H: 70.42400 49.13400 59.95400  0.27
H: 71.80000 50.30300 60.09900  0.28
C: 68.41700 41.46500 55.26800  -1.47
C: 68.29600 42.82500 54.45100  1.00
O: 69.34600 42.80800 53.52200  -0.43
H: 69.41900 41.34000 55.51000  0.50
H: 68.16200 40.55800 54.65100  0.23
H: 67.94800 41.36900 56.16800  0.45
H: 68.32800 43.86100 55.04500  -0.05
H: 67.14200 42.79000 53.98900  -0.58
H: 70.22700 42.51100 53.85300  0.23
C: 66.61200 40.08900 50.22600  -1.57
C: 67.65900 40.44800 51.13400  -0.22
O: 67.91900 41.84800 51.16200  0.04
H: 67.00300 39.92600 49.21700  0.32
H: 65.89500 40.86200 50.16600  0.40
H: 66.39200 39.01600 50.34800  0.41
H: 68.50200 39.89800 50.90200  0.60
H: 67.20800 40.19700 52.02000  0.30
H: 68.45400 42.03600 51.93200  -0.10
C: 70.33900 47.01900 47.45400  -0.61
C: 69.44400 45.79100 47.19400  0.13
O: 69.31400 45.11900 48.43500  -0.11
H: 71.34600 46.78400 48.06200  0.13
H: 69.67600 48.05500 47.85300  -0.16
H: 70.73900 47.51300 46.49500  0.47
H: 69.88400 45.06300 46.37600  0.31
H: 68.26500 46.04500 46.92600  -0.18
H: 68.84500 44.21300 48.18800  0.14
C: 64.86600 42.80000 52.79300  -0.15
C: 64.23700 42.78400 54.11000  0.07
O: 63.34200 41.69500 54.32900  -0.56
H: 64.06400 42.89800 51.89600  0.36
H: 65.30100 41.78900 52.65800  0.10
H: 65.50200 43.67300 52.79000  -0.33
H: 63.74900 43.68800 54.34000  0.26
H: 65.18500 43.05800 54.82900  -0.12
H: 62.49800 42.02000 54.67400  0.32
C: 66.29400 43.34900 46.60100  -1.03
C: 66.39400 42.67500 47.94900  -0.43
O: 67.68600 42.84200 48.48900  -0.47
H: 65.41100 42.68000 46.36100  0.47
H: 67.20200 42.82500 45.99600  0.21
H: 66.32900 44.45900 46.68000  0.07
H: 66.38600 41.75900 47.93000  0.78
H: 65.66400 43.22700 48.69800  0.04
H: 67.81400 42.40000 49.25600  0.07

Cartesian forces (eV/Å) of the 6 atoms listed first:
2.2861 -6.8188 -3.0044
-2.2901 5.5968 3.5814
1.7659 0.3799 -3.0740
-1.3545 -3.0358 -1.5607
-2.0317 -3.0069 6.3993
1.2346 -4.6254 1.0628

relative energy (zero: lowest compared OMol25 entry of this formula, charge and spin)	237.5	kJ/mol
multiplicity	1
frontier orbital gap	10.135	eV
LUMO	-1.42	eV
charge	+1